The following is a quantum chemistry calculation of C15H21BrCl4N4O2S as an isolated structure, from the Open Molecules 2025 dataset.

Geometry as XYZ:
```
48
Properties=species:S:1:pos:R:3:forces:R:3
C 2.015 -1.785 0.642 0.25 -0.06 -0.24
N 1.816 -0.866 -0.472 -0.62 -0.57 -0.39
C 3.017 -0.634 -1.257 -0.06 0.00 0.10
C 1.214 0.349 -0.063 0.17 0.31 0.18
O 1.830 1.163 0.572 0.29 0.45 0.08
C -0.236 0.682 -0.386 -0.34 -0.67 -0.17
C -1.134 -0.427 -0.873 0.87 0.32 -0.27
C -2.279 -0.782 -0.257 -0.48 -0.29 0.15
O -2.764 -0.218 0.878 -0.04 0.32 0.37
C -3.139 -1.838 -0.729 -0.63 -0.49 -0.18
C -4.395 -2.106 0.069 0.15 0.12 0.24
N -4.186 -3.025 1.208 -0.16 0.11 -0.54
C -2.820 -2.558 -1.837 0.01 0.15 0.10
Br -3.887 -3.975 -2.493 0.09 0.10 0.10
C -1.647 -2.211 -2.567 -0.12 0.05 0.54
N -1.209 -2.770 -3.681 0.30 0.06 -0.44
S 0.109 -1.939 -4.112 -0.42 -0.30 0.08
N 0.167 -0.886 -2.916 0.54 0.63 0.20
C -0.835 -1.130 -2.082 -0.20 -0.24 -0.43
H 2.579 -2.634 0.266 0.05 -0.13 -0.05
H 1.064 -2.177 0.993 -0.15 0.15 0.22
H 2.597 -1.338 1.453 -0.10 0.03 0.18
H 2.750 -0.061 -2.140 0.06 0.28 -0.05
H 3.793 -0.133 -0.675 0.18 0.05 -0.07
H 3.391 -1.584 -1.624 0.08 -0.19 0.09
H -0.580 1.114 0.547 -0.24 0.07 0.00
H -0.273 1.489 -1.118 0.37 0.14 -0.09
H -2.379 0.643 1.086 0.32 -0.11 -0.13
H -4.783 -1.167 0.448 0.02 0.11 0.03
H -5.149 -2.500 -0.595 -0.20 -0.26 -0.07
H -4.322 -3.968 0.862 0.15 -0.11 0.13
H -3.219 -2.950 1.496 0.00 -0.08 0.23
Cl 7.050 1.971 -0.022 0.02 -0.01 0.00
C 6.329 2.970 -1.309 0.01 0.10 0.00
C 5.213 2.254 -2.024 -0.09 0.06 -0.03
Cl 5.812 0.883 -2.997 -0.03 -0.01 0.02
H 7.123 3.254 -1.995 0.02 -0.06 0.00
H 5.939 3.869 -0.834 -0.04 -0.03 0.02
H 4.718 2.939 -2.711 0.05 0.01 -0.02
H 4.475 1.871 -1.324 0.03 -0.03 0.02
Cl -2.010 2.577 5.968 0.02 0.01 0.00
C -3.161 3.000 4.677 -0.04 0.05 0.04
C -3.024 2.097 3.479 -0.15 -0.06 -0.01
Cl -1.475 2.358 2.619 -0.07 0.01 0.07
H -2.997 4.041 4.410 0.05 -0.01 0.00
H -4.162 2.899 5.093 0.00 -0.05 -0.01
H -3.822 2.305 2.768 0.02 0.06 0.00
H -3.073 1.048 3.760 0.08 0.00 0.02
```
Positions in Å, forces in eV/Å.

Summary:
E_tot = -156918.4683 eV
Frontier orbital gap = 0.3001 Eh
HOMO = -8.7080 eV
F_max = 1.0 eV/A


The following is a quantum chemistry calculation of one molecule with the formula C15H21BrN2O3S, from the Open Molecules 2025 dataset.

Geometry as XYZ:
```
43
Properties=species:S:1:pos:R:3:forces:R:3
C 4.637 -2.393 0.578 0.10 0.01 -0.20
C 5.119 -1.729 -0.706 -0.13 0.19 0.22
C 4.782 -0.238 -0.736 0.30 -0.08 -0.10
N 3.356 -0.007 -0.704 0.16 -0.26 -0.40
C 2.733 0.595 0.329 -0.58 -0.10 -0.29
O 3.322 1.074 1.275 0.12 0.16 0.35
C 1.216 0.674 0.183 0.23 0.23 0.34
C 0.543 0.318 1.514 0.04 -0.04 -0.02
C -0.903 0.841 1.531 0.08 -0.32 0.48
N -1.403 1.084 0.193 -0.16 -0.83 -0.67
S -1.764 -0.309 -0.667 -0.90 0.26 0.08
O -1.473 -0.100 -2.057 -0.07 0.27 0.02
O -1.238 -1.482 -0.029 -0.07 0.13 0.30
C -3.544 -0.315 -0.455 0.51 -0.19 -0.03
C -4.127 -1.176 0.455 0.16 -0.08 -0.01
C -5.498 -1.145 0.647 -0.14 0.12 -0.07
C -6.255 -0.244 -0.086 -0.11 -0.06 0.08
Br -8.134 -0.192 0.171 0.11 0.00 -0.02
C -5.675 0.619 -1.004 0.04 -0.03 0.03
C -4.304 0.580 -1.184 -0.04 0.02 -0.08
C -0.687 2.129 -0.512 0.15 0.40 -0.45
C 0.818 2.102 -0.206 -0.05 -0.16 -0.02
H 3.556 -2.315 0.667 -0.10 -0.03 0.07
H 5.084 -1.910 1.443 0.03 0.02 0.14
H 4.908 -3.446 0.588 -0.02 -0.10 0.07
H 6.202 -1.838 -0.794 0.02 -0.01 -0.10
H 4.662 -2.220 -1.569 0.07 -0.03 -0.08
H 5.203 0.223 -1.637 0.01 0.02 0.13
H 5.193 0.262 0.144 0.02 -0.01 -0.15
H 2.806 -0.433 -1.434 -0.09 0.09 0.14
H 0.872 -0.013 -0.597 0.19 0.03 0.02
H 0.547 -0.765 1.635 0.03 0.03 0.08
H 1.120 0.765 2.325 0.00 -0.02 -0.04
H -0.976 1.786 2.076 -0.07 -0.06 -0.03
H -1.571 0.118 1.999 0.06 0.12 0.24
H -3.500 -1.869 0.993 0.01 -0.11 0.10
H -5.973 -1.810 1.351 -0.02 -0.03 0.03
H -6.289 1.307 -1.565 -0.02 0.03 -0.03
H -3.815 1.226 -1.895 -0.02 0.14 -0.13
H -1.126 3.093 -0.232 0.02 -0.08 -0.05
H -0.865 1.955 -1.573 0.09 0.25 0.06
H 1.380 2.433 -1.080 0.00 0.09 0.02
H 1.061 2.766 0.625 0.07 0.02 -0.01
```
Positions in Å, forces in eV/Å.

Summary:
E_tot = -105896.6081 eV
Frontier orbital gap = 0.3583 Eh
Relative energy (zero: lowest compared OMol25 entry of this formula, charge and spin) = 0.375 eV
HOMO = -9.2835 eV
F_max = 1.1 eV/A


The following is a quantum chemistry calculation of a 7-piece molecular cluster, C15H21Cl12F6NO5 overall, from the Open Molecules 2025 dataset.

Geometry as XYZ:
```
60
Properties=species:S:1:pos:R:3:forces:R:3
C -3.189 -0.641 -0.205 0.24 1.17 0.49
C -2.776 -1.204 -1.529 0.48 0.77 -0.28
O -3.168 -2.577 -1.612 -0.29 -0.42 0.14
C -2.479 -3.353 -2.423 0.05 0.26 -0.35
O -1.528 -3.036 -3.076 0.25 -0.03 -0.05
C -3.053 -4.782 -2.524 0.29 -0.15 0.87
F -3.159 -5.131 -3.794 -0.10 -0.09 -0.34
F -2.207 -5.640 -1.919 -0.17 0.20 -0.21
F -4.240 -4.897 -1.933 -0.08 -0.03 -0.11
H -2.688 0.328 -0.058 0.11 -0.24 -0.25
H -2.802 -1.244 0.615 -0.37 -0.18 -0.03
H -4.236 -0.366 -0.084 -0.19 -0.70 -0.10
H -1.697 -1.090 -1.646 -0.06 -0.47 0.05
H -3.186 -0.658 -2.383 -0.30 -0.16 0.08
C 1.313 0.785 -0.239 0.28 0.08 0.52
C 0.659 -0.567 -0.030 0.31 0.95 -1.24
O -0.351 -0.476 0.978 -0.04 -0.17 0.23
C 0.037 -0.581 2.236 -0.78 -0.16 0.04
O 1.100 -0.901 2.648 0.80 -0.07 0.25
C -1.153 -0.285 3.190 0.24 0.36 -0.17
F -0.705 0.374 4.257 -0.09 -0.25 -0.06
F -2.085 0.458 2.585 -0.07 -0.05 0.07
F -1.744 -1.418 3.588 0.10 -0.04 0.09
H 0.633 1.615 -0.435 -0.24 -0.24 -0.21
H 2.031 0.695 -1.054 0.01 0.14 -0.01
H 1.856 1.048 0.673 0.15 -0.03 -0.12
H 1.464 -1.271 0.139 -0.37 -0.43 0.58
H 0.128 -0.851 -0.935 0.00 -0.22 0.11
Cl 1.813 -1.388 -3.338 0.04 0.13 -0.06
C 1.969 -3.126 -3.139 0.06 -0.36 0.29
Cl 1.669 -3.596 -1.452 -0.10 -0.04 -0.20
Cl 3.556 -3.706 -3.632 0.01 0.06 -0.11
H 1.231 -3.619 -3.755 -0.13 0.09 0.02
Cl -3.766 5.108 3.940 -0.11 -0.16 -0.14
C -3.380 3.452 3.423 0.29 0.37 0.80
Cl -2.847 2.517 4.837 -0.21 0.14 -0.21
Cl -2.115 3.502 2.202 -0.09 -0.06 -0.19
H -4.286 3.001 3.044 0.06 -0.06 -0.21
Cl -3.443 -4.975 1.617 0.27 0.14 -0.05
C -1.905 -4.158 2.009 -0.74 -0.16 0.34
Cl -0.680 -4.531 0.824 0.20 -0.01 -0.07
Cl -1.430 -4.567 3.662 0.17 -0.04 -0.20
H -2.107 -3.098 1.988 0.06 0.05 -0.05
Cl 6.100 -1.511 -2.222 0.05 0.04 0.01
C 5.534 -0.702 -0.760 0.03 0.14 -0.23
Cl 6.874 -0.388 0.340 -0.07 -0.09 0.10
Cl 4.240 -1.631 -0.008 0.10 0.01 0.15
H 5.126 0.258 -1.051 -0.03 0.02 -0.03
C 2.467 4.024 0.644 -0.25 -1.67 0.21
N 2.170 4.900 -0.449 0.14 0.47 0.22
C 1.230 5.973 -0.186 0.15 0.31 -0.31
C 2.733 4.698 -1.663 -0.17 0.03 -0.05
O 3.537 3.829 -1.927 0.01 -0.07 -0.04
H 1.596 3.383 0.835 -0.12 0.36 0.34
H 2.782 4.486 1.577 -0.11 0.48 -0.13
H 3.220 3.282 0.379 0.23 0.42 -0.31
H 1.457 6.416 0.783 -0.10 -0.06 0.06
H 1.347 6.771 -0.922 0.03 -0.14 -0.07
H 0.183 5.657 -0.210 0.07 -0.17 0.13
H 2.349 5.403 -2.419 0.11 0.07 0.01
```
Positions in Å, forces in eV/Å.

Summary:
E_tot = -194197.5959 eV
Frontier orbital gap = 0.3638 Eh
Relative energy (zero: lowest compared OMol25 entry of this formula, charge and spin) = 0.000 eV
HOMO = -9.6933 eV
F_max = 1.7 eV/A


The following is a quantum chemistry calculation of an isolated ion of composition C15H21N2O2 and charge +1, from the Open Molecules 2025 dataset.

Geometry as XYZ:
```
40
Properties=species:S:1:pos:R:3:forces:R:3
C -4.456 -1.057 0.369 -0.22 -0.03 0.13
O -3.274 -1.005 -0.400 0.25 -0.04 -0.19
C -2.445 0.062 -0.245 0.24 0.09 -0.07
C -1.374 0.136 -1.133 -0.31 0.02 0.11
C -0.445 1.156 -1.043 0.02 0.25 -0.06
C -0.570 2.130 -0.058 -0.22 -0.20 0.17
O 0.305 3.168 0.141 -0.12 0.17 0.01
C 1.538 3.152 -0.543 -0.16 0.41 -0.20
C 2.302 1.968 -0.189 0.26 -0.75 0.33
C 2.770 0.934 0.203 0.03 0.46 -0.27
C 3.354 -0.308 0.669 0.44 0.45 0.17
N 2.392 -1.438 0.503 0.26 -0.23 0.15
C 2.096 -1.714 -0.924 -0.26 -0.47 -0.90
C 1.170 -2.925 -1.030 0.06 0.16 0.08
N -0.043 -2.607 -0.317 -0.09 -0.29 -0.03
C 0.206 -2.413 1.090 0.14 0.14 -0.02
C 1.124 -1.201 1.241 -0.97 -0.09 0.52
C -1.651 2.068 0.816 0.41 0.17 -0.17
C -2.582 1.051 0.725 -0.16 -0.26 -0.07
H -4.991 -1.941 0.026 0.00 0.08 0.07
H -4.238 -1.158 1.437 -0.01 0.02 -0.03
H -5.079 -0.174 0.206 0.03 -0.01 0.01
H -1.290 -0.618 -1.897 0.01 -0.07 -0.10
H 0.355 1.196 -1.768 0.07 0.02 -0.06
H 1.404 3.208 -1.633 0.02 0.05 0.17
H 2.069 4.048 -0.207 -0.08 -0.12 -0.17
H 4.264 -0.531 0.105 -0.12 -0.15 0.09
H 3.608 -0.216 1.729 -0.04 -0.22 -0.09
H 2.822 -2.285 0.895 0.01 0.17 -0.04
H 3.031 -1.889 -1.460 0.04 0.08 0.16
H 1.594 -0.836 -1.332 0.12 0.00 0.13
H 0.936 -3.102 -2.080 0.14 0.01 0.01
H 1.688 -3.821 -0.637 -0.02 0.05 -0.07
H -0.789 -3.265 -0.493 0.01 -0.01 0.01
H -0.738 -2.202 1.592 0.09 0.05 0.09
H 0.670 -3.293 1.576 -0.06 0.06 -0.01
H 1.350 -1.010 2.291 0.16 0.01 -0.08
H 0.638 -0.325 0.805 0.17 -0.04 0.01
H -1.753 2.839 1.563 -0.02 0.09 0.12
H -3.410 1.045 1.415 -0.10 -0.03 0.07
```
Positions in Å, forces in eV/Å.

Summary:
E_tot = -22962.2138 eV
Frontier orbital gap = 0.2900 Eh
Relative energy (zero: lowest compared OMol25 entry of this formula, charge and spin) = 0.000 eV
Net charge = +1
HOMO = -10.6958 eV
F_max = 1.1 eV/A